{
  "formula": "C2H3N5O",
  "method": "ωB97M-V/def2-TZVPD",
  "symbols": ["N", "O", "N", "H", "H", "C", "N", "C", "N", "H", "N"],
  "coordinates": [[0.191234, -1.189031, -2.289171], [-0.449350, 2.145609, 2.094539], [-0.272829, -0.246658, -1.410375], [0.409984, -0.838282, -3.232887], [0.656274, -1.212038, 0.101877], [-0.054044, -0.415051, -0.193848], [-0.518557, 1.088696, 2.920423], [-0.362805, 0.438160, 0.917956], [-0.505413, 0.043807, 2.188896], [1.078830, -1.605993, -1.950339], [-0.173325, 1.790780, 0.852930]],
  "atomic_forces_ev_per_a": [[1.600, -0.196, 0.049], [1.256, 1.391, 0.917], [-1.110, 0.872, -1.644], [-0.743, 0.303, 0.849], [-0.490, -0.159, 0.053], [1.919, -2.026, 0.668], [-0.983, -0.936, -0.601], [1.163, 3.660, -1.136], [-0.038, 0.023, 1.149], [-0.736, -0.054, -0.072], [-1.838, -2.878, -0.232]],
  "lumo_energy_ha": -0.006,
  "de_lowest_ev": 4.683,
  "smiles": "N/N=C/c1nnon1",
  "e_tot_ha": -426.885537,
  "homo_lumo_gap_ev": 9.7,
  "homo_ev": -9.863
}


{
  "formula": "C11H19NOSn",
  "method": "ωB97M-V/def2-TZVPD",
  "symbols": ["H", "C", "C", "C", "H", "H", "H", "C", "H", "H", "H", "H", "C", "C", "Sn", "H", "H", "C", "H", "H", "H", "H", "C", "H", "C", "H", "O", "C", "H", "H", "C", "H", "N"],
  "coordinates": [[1.627160, -0.877628, -2.040275], [2.218304, -0.622290, -1.160973], [-2.943346, 2.009901, -1.296211], [-1.198171, 0.558478, -1.769249], [-0.997957, 2.272756, 1.844520], [-2.708457, 0.418756, 2.569484], [-2.148741, -1.223213, -0.759997], [-3.214019, 0.795455, -0.631496], [-3.617834, 2.877182, -1.363621], [2.037726, -1.511959, 2.176771], [3.260885, -0.916416, -1.316228], [-4.167529, 0.502107, -0.139163], [1.715107, -2.897535, -0.183797], [2.470923, -0.993873, 1.319879], [-0.127841, 0.931069, 0.153416], [-1.289133, 2.591728, -2.745362], [0.446114, 1.177710, 2.379779], [-1.724045, 1.909371, -1.978382], [-0.387066, 0.031279, -2.313164], [2.750833, -3.222485, -0.278684], [0.233605, 2.861087, -0.608575], [3.520741, -1.289156, 1.188483], [-1.662989, 0.363755, 2.888847], [-1.374582, -0.698632, 3.022644], [1.672267, -1.374420, 0.065468], [2.389133, 0.085198, 1.481742], [0.328591, -1.074362, 0.301218], [-2.163805, -0.130148, -0.885727], [2.135443, 0.476043, -1.003288], [1.184581, -3.139609, -1.103468], [-0.666295, 1.168197, 2.014456], [1.244394, -3.426119, 0.643699], [1.156003, 2.367775, -0.472745]],
  "atomic_forces_ev_per_a": [[0.092, -0.113, -0.100], [-0.102, 0.028, 0.499], [0.253, 0.512, -0.579], [-0.300, 0.202, 0.586], [0.440, -1.429, 1.300], [0.230, 0.472, 0.382], [0.049, 0.844, 0.439], [-0.024, -1.677, -0.113], [0.493, -0.505, 0.270], [0.105, 0.032, 0.027], [-0.095, 0.290, -0.169], [0.993, 0.509, -0.204], [0.420, 0.559, 0.083], [0.116, -0.470, -0.520], [0.122, -4.396, -2.585], [-0.440, -0.401, 1.059], [-2.072, 0.138, 0.146], [0.073, -0.445, -0.862], [-0.819, 0.559, 0.205], [0.049, -0.190, -0.026], [1.180, 1.174, -0.545], [-0.140, 0.267, 0.270], [1.263, -0.537, -2.579], [0.069, 0.820, 0.405], [0.265, -0.845, 0.021], [0.254, 0.014, 0.054], [-0.228, 1.527, -0.380], [-1.000, 0.708, -1.130], [0.518, -0.730, -0.228], [-0.053, 0.015, -0.021], [-0.870, 2.402, 4.161], [0.002, 0.026, 0.043], [-0.845, 0.640, 0.092]],
  "lumo_energy_ha": [-0.012, -0.058],
  "e_tot_ha": -774.569874,
  "homo_lumo_gap_ev": [8.2, 6.7],
  "homo_ev": [-8.577, -8.328]
}


{
  "formula": "C3H6ClFN2S",
  "method": "ωB97M-V/def2-TZVPD",
  "symbols": ["H", "F", "N", "Cl", "H", "H", "H", "S", "C", "H", "C", "H", "C", "N"],
  "coordinates": [[-2.126049, 0.262393, -0.804979], [-0.178519, 1.234476, 1.862551], [0.746942, -1.912417, -0.509090], [1.258444, 2.600356, 0.173459], [-1.662207, -0.725732, 0.505086], [-0.210017, -1.963866, -0.871890], [1.256582, -2.771071, -0.243866], [2.383903, -0.436596, 0.883813], [1.008794, -0.712360, 0.090451], [-0.994637, 2.226749, 0.327988], [-0.117855, 0.334659, -0.287487], [0.207976, 0.633290, -1.268323], [-0.183811, 1.583021, 0.576808], [-1.389544, -0.352901, -0.434522]],
  "atomic_forces_ev_per_a": [[0.485, -0.439, 0.380], [-0.360, 0.155, 1.068], [-0.694, 0.131, 0.387], [-0.277, 0.205, 0.260], [-0.077, 0.560, -1.188], [0.544, -0.431, 0.073], [-0.381, 1.169, -0.270], [0.545, 0.218, 0.626], [-0.767, -0.663, -0.853], [-0.920, 0.238, 0.044], [0.619, -0.816, -0.139], [-0.023, 0.396, -0.582], [1.965, -0.466, -1.034], [-0.658, -0.258, 1.227]],
  "lumo_energy_ha": 0.019,
  "de_lowest_ev": 0.089,
  "smiles": "NC(=S)[C@@H](N)[C@@H](F)Cl",
  "e_tot_ha": -1185.662394,
  "homo_lumo_gap_ev": 8.7,
  "homo_ev": -8.235
}


{
  "formula": "CH8NO2",
  "method": "ωB97M-V/def2-TZVPD",
  "symbols": ["C", "H", "H", "H", "H", "H", "O", "H", "H", "N", "H", "O"],
  "coordinates": [[0.144532, 1.121146, 0.484744], [-1.609177, -0.503834, 2.544426], [1.843222, 0.335644, 0.373017], [0.842914, -0.315400, -0.928875], [0.630005, -1.012592, -3.030194], [1.537041, -2.062912, -2.324272], [-1.976723, 0.161347, 1.950974], [-2.926713, 0.015715, 2.054992], [0.024298, 1.013016, 1.560443], [0.997538, 0.414917, -0.194974], [-0.481626, 1.885252, 0.028760], [0.987790, -1.281649, -2.197494]],
  "atomic_forces_ev_per_a": [[-0.540, 0.249, -0.615], [0.077, -0.015, 0.048], [-0.207, -1.538, 0.031], [0.361, 0.820, -1.499], [-0.275, 0.099, -0.935], [-0.100, 0.022, -0.124], [-0.004, -0.310, 0.151], [0.022, 0.260, -0.221], [1.152, 0.859, 0.198], [0.130, 0.792, 2.385], [-0.883, -0.964, -0.427], [0.268, -0.274, 1.008]],
  "lumo_energy_ha": -0.207,
  "de_lowest_ev": 1.798,
  "total_charge": 1,
  "e_tot_ha": -247.820136,
  "homo_lumo_gap_ev": 10.1,
  "homo_ev": -15.761
}


{
  "formula": "C4H11NO",
  "method": "ωB97M-V/def2-TZVPD",
  "symbols": ["N", "H", "H", "H", "C", "H", "H", "C", "H", "H", "O", "H", "H", "C", "H", "H", "C"],
  "coordinates": [[-0.267271, 0.552999, -0.333885], [1.156924, 0.833187, -3.363045], [-0.004071, 2.054664, -1.692917], [-0.906546, 2.323409, 0.604363], [-1.315670, 1.372630, 0.275162], [1.897340, -0.259655, -1.990645], [-3.469914, 1.024587, 0.201903], [0.262078, 1.003867, -1.529884], [-1.607998, 0.837019, 1.186291], [1.942878, -3.698128, 3.970770], [2.680428, -3.805345, 3.362682], [3.007646, -4.686726, 3.542245], [-2.531495, 0.919579, -1.403421], [-2.685019, 1.416947, -0.450801], [-0.527727, -0.410242, -0.197891], [-3.044731, 2.437732, -0.636626], [1.126760, 0.400469, -2.373088]],
  "atomic_forces_ev_per_a": [[-0.399, 0.641, 0.451], [0.748, 0.115, 0.100], [-0.586, -0.428, -0.554], [-0.104, 0.231, -0.286], [-0.605, -0.859, 1.154], [-0.584, -0.761, -0.470], [0.176, -0.571, -0.472], [0.080, -0.068, 0.011], [0.709, 0.238, 0.238], [-0.008, 0.058, -0.017], [-0.128, 0.170, 0.014], [0.134, -0.230, 0.004], [-0.662, -0.253, -0.077], [0.440, 1.207, -0.036], [0.705, -0.225, -0.597], [0.381, -0.073, -0.247], [-0.297, 0.807, 0.785]],
  "lumo_energy_ha": 0.036,
  "de_lowest_ev": 2.305,
  "smiles": "C=CNCC.O",
  "e_tot_ha": -288.932319,
  "homo_lumo_gap_ev": 8.7,
  "homo_ev": -7.720
}


{
  "formula": "C24H28NO3PtSi",
  "method": "ωB97M-V/def2-TZVPD",
  "symbols": ["H", "C", "H", "C", "H", "O", "H", "H", "H", "C", "C", "C", "H", "C", "H", "H", "O", "H", "H", "Si", "H", "H", "O", "H", "C", "C", "C", "C", "H", "C", "H", "H", "C", "C", "C", "C", "H", "C", "Pt", "C", "H", "C", "C", "H", "H", "C", "H", "C", "N", "H", "H", "C", "H", "C", "H", "H", "C", "H"],
  "coordinates": [[-0.772349, -5.671244, -3.436248], [-3.116506, 2.873273, -2.614408], [-1.223827, -4.482563, -1.336972], [-2.143251, -3.066680, 2.337801], [1.726579, 1.029535, 4.644711], [1.791970, -0.843674, 0.504415], [-4.560277, 3.724844, -3.954048], [-1.758632, -3.170120, 3.344655], [-4.953803, -3.546877, 0.517183], [-4.545791, 1.580097, -4.053281], [1.876079, 1.830063, 2.032287], [-0.646018, -4.595687, -3.396910], [-0.008157, -4.433902, -5.444321], [2.226341, 0.307961, 3.995185], [-0.291018, -2.283809, 1.556842], [-2.517068, -0.419790, -2.223821], [3.434883, -1.053577, 1.972691], [-4.290548, -0.547823, -3.931226], [1.402069, 2.561410, 2.690667], [-1.184950, 1.836086, -0.747455], [-0.205691, -0.774447, -3.208498], [-0.134213, 0.161507, 1.841019], [0.259525, 0.166019, 2.732664], [0.633746, 3.517303, -0.474625], [-2.112650, 2.348930, 0.815094], [-0.212916, -3.906445, -4.521341], [-3.970088, 0.418965, -3.560404], [-0.313951, -1.850877, -3.268498], [2.942324, 2.052070, 1.953702], [-0.138616, 3.338352, -1.226168], [1.431568, 1.916865, 1.037243], [-2.820106, 1.578023, 1.127008], [-0.045863, -2.528532, -4.443658], [-3.930812, -3.278731, 0.752891], [-3.451514, -3.427615, 2.049086], [-1.793523, -2.410148, 0.044425], [2.052902, -0.695992, 4.381765], [-2.519449, 1.716402, -2.101697], [0.047118, -0.156381, -0.461292], [-1.314705, -2.566315, 1.343751], [-2.798465, 3.846814, -2.256791], [-0.743245, -2.538906, -2.125022], [-3.112075, -2.771792, -0.242416], [3.297661, 0.493122, 3.987526], [-1.418932, 2.519386, 1.642532], [-0.907683, -3.928908, -2.210855], [-0.752524, 4.241237, -1.296948], [-4.116137, 2.811232, -3.575456], [-0.976047, -1.830200, -0.949507], [-3.486864, -2.645191, -1.251142], [-5.321084, 1.528553, -4.808581], [2.356147, -0.582592, 1.638642], [0.286682, -1.971699, -5.311279], [-2.970373, 0.491333, -2.597058], [-2.670645, 3.273475, 0.632144], [0.360239, 3.187294, -2.185630], [1.654881, 0.423233, 2.594178], [-4.096850, -3.814271, 2.827949]],
  "atomic_forces_ev_per_a": [[0.001, -0.001, -0.004], [-0.019, -0.045, 0.004], [-0.004, 0.002, 0.001], [0.020, 0.012, -0.020], [-0.002, 0.003, -0.006], [-0.111, 0.043, -0.043], [0.001, -0.003, -0.002], [0.004, 0.002, 0.001], [-0.001, -0.002, 0.006], [-0.006, 0.005, -0.011], [-0.012, -0.002, 0.019], [-0.006, 0.015, 0.032], [0.000, 0.001, 0.002], [-0.008, -0.017, -0.021], [-0.016, -0.002, 0.034], [-0.037, 0.000, 0.004], [-0.049, -0.002, -0.055], [-0.004, 0.001, 0.002], [0.005, 0.004, -0.001], [0.015, -0.116, -0.008], [0.014, 0.007, -0.008], [-0.012, 0.015, 0.032], [0.015, -0.050, -0.074], [-0.010, 0.027, -0.006], [-0.001, 0.034, 0.012], [0.009, 0.004, -0.037], [0.038, -0.013, 0.016], [0.020, 0.008, -0.018], [-0.002, -0.008, 0.008], [0.068, 0.018, 0.001], [0.020, -0.023, 0.031], [0.003, -0.013, -0.008], [-0.007, -0.015, 0.018], [0.012, 0.003, -0.010], [-0.023, -0.002, 0.013], [0.009, 0.046, -0.078], [0.023, 0.009, 0.010], [-0.031, -0.024, -0.013], [0.074, 0.016, -0.079], [0.005, -0.001, -0.009], [0.005, 0.008, 0.000], [-0.047, 0.041, 0.059], [-0.009, -0.046, 0.008], [0.006, -0.002, 0.012], [-0.012, -0.006, -0.005], [0.018, -0.017, -0.037], [0.016, 0.018, 0.008], [-0.001, 0.021, -0.004], [-0.030, -0.040, 0.103], [0.005, 0.013, -0.002], [-0.003, 0.001, 0.005], [0.069, -0.016, 0.130], [0.000, -0.002, -0.004], [0.004, 0.020, -0.014], [-0.009, -0.008, 0.030], [-0.013, -0.013, 0.002], [0.004, 0.092, -0.026], [0.002, -0.001, -0.001]],
  "lumo_energy_ha": [0.103, 0.064],
  "de_lowest_ev": 0.056,
  "total_charge": -1,
  "e_tot_ha": -1620.705660,
  "homo_lumo_gap_ev": [7.0, 6.6],
  "homo_ev": [-4.189, -4.856],
  "multiplicity": 3
}